No. 1
72
Properties=species:S:1:pos:R:3 method="wB97M-V/def2-TZVPD" total_charge=+1 fmax_ha_per_bohr=0.0171 homo_lumo_gap_ev=8.6
Na -0.100 -0.534 -0.666
C 3.472 -3.630 -0.171
C 2.364 -2.619 -0.088
N 1.788 -2.093 -1.087
C 2.256 -2.299 -2.422
C 1.361 -1.550 -3.407
N 0.993 -0.261 -2.860
C 0.102 0.528 -3.694
C -1.140 0.928 -2.899
N -0.735 1.560 -1.663
C -1.800 1.784 -0.711
C -1.205 2.116 0.655
N -0.336 1.048 1.020
C 0.065 0.809 2.193
C -0.242 1.602 3.433
C 0.899 -0.403 2.347
C 1.281 -0.909 3.594
C 1.976 -2.104 3.631
C 2.296 -2.749 2.448
C 1.936 -2.136 1.243
N 1.245 -1.008 1.223
H 4.120 -3.418 -1.018
H 3.038 -4.618 -0.327
H 4.076 -3.652 0.728
H 2.290 -3.359 -2.704
H 3.278 -1.900 -2.498
H 0.445 -2.122 -3.573
H 1.900 -1.466 -4.366
H 1.842 0.258 -2.676
H -0.210 -0.050 -4.570
H 0.600 1.433 -4.058
H -1.705 0.029 -2.637
H -1.770 1.574 -3.532
H -0.302 2.452 -1.882
H -2.362 0.850 -0.607
H -2.490 2.585 -1.016
H -2.019 2.279 1.371
H -0.623 3.041 0.585
H -0.836 2.482 3.208
H 0.683 1.923 3.907
H -0.791 0.980 4.138
H 1.038 -0.398 4.509
H 2.276 -2.530 4.577
H 2.815 -3.694 2.476
C -3.755 -1.950 -2.389
As -2.645 -2.115 -0.760
C -4.073 -2.821 0.389
C -1.897 -3.875 -1.170
H -4.404 -2.816 -2.510
H -3.119 -1.873 -3.270
H -4.376 -1.053 -2.341
H -4.702 -3.498 -0.188
H -4.697 -2.032 0.803
H -3.624 -3.370 1.216
H -2.695 -4.617 -1.226
H -1.197 -4.167 -0.387
H -1.366 -3.853 -2.121
C -3.617 -0.420 3.702
N -2.888 -1.652 3.907
C -3.130 -2.294 5.176
C -2.022 -2.085 2.973
C -1.314 -3.390 3.251
O -1.806 -1.458 1.941
H -4.689 -0.617 3.636
H -3.269 0.024 2.772
H -3.443 0.266 4.533
H -4.184 -2.180 5.432
H -2.533 -1.827 5.966
H -2.901 -3.355 5.151
H -2.027 -4.206 3.347
H -0.724 -3.328 4.162
H -0.652 -3.604 2.416


No. 2
83
Properties=species:S:1:pos:R:3 method="wB97M-V/def2-TZVPD" total_charge=+1 fmax_ha_per_bohr=0.1018 homo_lumo_gap_ev=1.8
Ba 1.800 -9.375 3.596
Ba -0.143 -1.280 7.315
B 3.647 -5.793 9.322
F 3.628 -4.564 8.622
F 4.464 -5.679 10.403
F 2.351 -5.938 9.614
F 4.078 -6.822 8.511
C -1.013 -7.931 -3.774
C -1.893 -7.687 -2.507
O -2.982 -7.043 -2.641
O -1.464 -8.180 -1.421
H -1.382 -8.544 -4.596
H -0.071 -8.387 -3.470
H -0.937 -6.912 -4.154
C 2.103 -3.110 0.143
C 1.340 -3.377 1.384
O 0.310 -2.805 1.604
O 1.863 -4.026 2.270
H 1.662 -2.851 -0.820
H 2.670 -3.978 -0.194
H 2.725 -2.268 0.447
C 8.716 -2.010 -5.143
C 8.777 -0.748 -5.802
C 7.640 -0.205 -6.404
C 6.437 -0.984 -6.488
C 6.416 -2.262 -5.877
C 7.532 -2.658 -5.205
N 5.206 -0.387 -7.149
O 4.055 -0.721 -6.770
O 5.436 0.491 -7.991
H 9.590 -2.380 -4.626
H 9.714 -0.216 -5.738
H 7.764 0.762 -6.868
H 5.515 -2.855 -5.921
H 7.471 -3.578 -4.643
C 0.858 4.663 -1.994
O 0.573 5.737 -1.191
C -0.797 6.244 -1.315
C -1.047 7.210 -2.606
O -0.002 8.172 -2.543
C -0.279 9.244 -3.477
H 0.504 4.771 -3.019
H 0.335 3.824 -1.534
H 1.904 4.418 -2.177
H -1.023 6.829 -0.423
H -1.625 5.552 -1.159
H -2.096 7.504 -2.642
H -0.848 6.751 -3.575
H 0.409 10.089 -3.438
H -1.256 9.691 -3.292
H -0.034 8.796 -4.440
C -1.145 4.112 8.217
O 0.090 3.638 7.795
C 0.398 4.187 6.537
C 1.900 3.804 6.151
O 2.200 2.391 5.891
C 3.593 2.139 5.500
H -1.003 4.724 9.108
H -2.043 3.569 8.513
H -1.537 4.897 7.570
H 0.231 5.264 6.558
H -0.369 3.719 5.921
H 2.445 4.151 7.029
H 2.202 4.421 5.305
H 3.776 2.426 4.465
H 3.765 1.072 5.639
H 4.321 2.740 6.045
C -6.313 -1.320 -2.162
O -7.407 -1.817 -1.383
C -8.627 -1.048 -1.474
C -9.585 -1.690 -0.417
O -9.424 -3.097 -0.250
C -10.094 -3.849 -1.260
H -6.702 -1.384 -3.178
H -5.458 -1.971 -1.979
H -5.915 -0.320 -1.995
H -8.963 -1.111 -2.509
H -8.421 -0.008 -1.221
H -10.543 -1.209 -0.614
H -9.284 -1.311 0.559
H -9.346 -4.592 -1.533
H -10.398 -3.302 -2.153
H -10.943 -4.419 -0.883


No. 3
87
Properties=species:S:1:pos:R:3 method="wB97M-V/def2-TZVPD" total_charge=0 fmax_ha_per_bohr=0.0835 homo_lumo_gap_ev=1.4
C 5.075 -0.475 -0.069
C 4.935 0.932 -0.807
C 4.537 0.839 -2.360
C 3.129 0.127 -2.664
C 1.961 1.227 -2.487
C 0.548 0.532 -2.145
C 0.363 0.078 -0.627
C 0.646 -1.460 -0.327
C 0.034 -2.494 -1.392
P 1.538 -3.298 -2.297
H 4.158 -1.198 -0.213
H 6.015 -1.060 -0.343
H 5.152 -0.261 1.054
H 5.930 1.481 -0.759
H 4.097 1.520 -0.296
H 4.458 1.915 -2.739
H 5.350 0.347 -2.996
H 3.087 -0.283 -3.726
H 2.896 -0.717 -1.922
H 2.242 1.894 -1.595
H 1.855 1.818 -3.467
H -0.245 1.343 -2.335
H 0.354 -0.275 -2.918
H -0.653 0.430 -0.247
H 1.131 0.674 -0.013
H 0.141 -1.700 0.678
H 1.766 -1.605 -0.130
H -0.557 -3.353 -0.938
H -0.664 -1.999 -2.154
H 1.345 -4.724 -2.380
H 2.660 -3.172 -1.401
C 6.645 -3.934 1.978
Cl 5.878 -2.983 3.256
Cl 5.546 -4.113 0.591
Cl 8.162 -3.182 1.455
H 6.864 -4.924 2.373
C -2.172 -4.054 1.984
O -1.670 -4.677 1.045
N -2.034 -4.435 3.276
N -2.904 -2.933 1.815
H -2.441 -3.929 4.047
H -1.498 -5.265 3.459
H -3.040 -2.601 0.876
H -3.312 -2.426 2.587
C -3.894 3.149 -6.540
C -4.208 1.801 -6.687
C -4.151 0.949 -5.591
C -3.781 1.459 -4.349
C -3.458 2.805 -4.196
C -3.516 3.649 -5.298
N -3.743 0.571 -3.187
O -4.013 -0.605 -3.360
O -3.446 1.059 -2.105
H -3.946 3.812 -7.397
H -4.501 1.416 -7.657
H -4.398 -0.098 -5.718
H -3.165 3.208 -3.233
H -3.269 4.700 -5.189
C -4.186 -1.533 5.349
O -5.303 -1.121 5.745
O -4.070 -1.454 3.989
O -3.213 -1.985 5.979
H -4.972 -1.082 3.891
Be 2.391 3.687 -1.972
Br 3.655 -2.591 0.683
O -4.695 2.678 2.096
S -3.299 2.826 1.785
O -2.272 2.233 2.599
O -2.968 4.397 1.592
C -3.307 5.297 2.650
C -2.326 5.204 3.803
C -3.032 2.335 0.106
H -4.333 5.123 2.988
H -3.272 6.304 2.230
H -2.394 4.234 4.301
H -2.528 5.978 4.545
H -1.299 5.312 3.446
H -3.778 2.813 -0.525
H -3.135 1.253 0.054
H -2.025 2.627 -0.191
F 9.691 -1.648 1.230
Li 1.531 -4.312 -0.114
C 3.177 -2.394 5.884
Cl 2.610 -3.593 4.711
Cl 2.293 -0.875 5.696
Cl 3.011 -3.012 7.532
H 4.231 -2.203 5.695


No. 4
76
Properties=species:S:1:pos:R:3 method="wB97M-V/def2-TZVPD" total_charge=0 fmax_ha_per_bohr=0.0360 homo_lumo_gap_ev=7.6
C 2.739 -2.657 -2.460
C 2.206 -1.797 -3.560
H 2.405 -3.694 -2.604
H 2.402 -2.307 -1.475
H 3.842 -2.681 -2.465
C 2.063 -2.248 -4.823
C 2.411 -3.632 -5.266
H 1.710 -1.591 -5.625
H 1.966 -4.403 -4.624
H 3.496 -3.810 -5.292
H 2.044 -3.783 -6.286
La 0.568 0.169 3.091
Cl 1.999 0.695 5.419
Cl 2.268 1.964 1.805
C -0.312 3.290 2.592
O -0.878 2.189 2.849
N -0.730 4.146 1.667
C -2.115 4.112 1.206
C 0.190 5.076 1.020
H 0.597 3.578 3.139
H -2.752 3.728 2.007
H -2.224 3.475 0.316
H -2.406 5.134 0.940
H 1.120 5.096 1.603
H -0.273 6.069 0.963
H 0.430 4.738 -0.002
H -0.512 -5.255 3.718
H -0.252 -3.661 0.930
C -1.539 -5.003 3.398
C -1.309 -3.869 1.154
N -1.563 -3.799 2.587
H -2.133 -4.803 4.299
C -1.573 -2.612 3.196
O -1.084 -1.578 2.696
H -1.921 -3.112 0.647
H -2.019 -2.599 4.198
H -1.948 -5.841 2.826
H -1.590 -4.873 0.827
O 0.909 -0.474 -2.067
C 1.838 -0.375 -3.146
C 0.175 0.171 -4.975
C 1.341 0.500 -4.277
H -0.347 -0.767 -4.749
C -0.295 1.030 -5.983
H 2.761 0.055 -2.727
C 2.077 1.631 -4.640
H -1.224 0.793 -6.499
C 0.427 2.177 -6.319
C 1.610 2.482 -5.645
H 3.014 1.824 -4.117
H 0.083 2.837 -7.114
H 2.172 3.378 -5.895
Si -0.390 0.450 -1.549
Cl 1.630 -1.817 0.987
C -1.948 -0.101 -2.424
C -0.025 2.277 -1.779
C -0.657 0.220 0.265
H -2.067 0.337 -3.425
H -2.827 0.202 -1.833
H -1.978 -1.196 -2.528
H -0.857 -0.818 0.603
H -1.438 0.895 0.663
H 0.344 0.557 0.626
H 0.266 2.540 -2.805
H 0.810 2.555 -1.114
H -0.895 2.894 -1.508
N -0.448 1.088 7.324
C -1.322 -0.106 7.388
C -1.340 -0.742 6.003
O -1.772 -1.912 5.943
O -0.908 0.013 5.068
H -0.162 1.376 8.260
H -1.011 1.833 6.886
H 0.408 0.939 6.704
H -0.935 -0.800 8.136
H -2.343 0.202 7.651


No. 5
70
Properties=species:S:1:pos:R:3 method="wB97M-V/def2-TZVPD" de_lowest_kj_mol=0.0 total_charge=+3 fmax_ha_per_bohr=0.0522 homo_lumo_gap_ev=6.6
Y -0.849 -0.234 0.169
P -1.562 -2.487 1.348
P 1.515 -0.562 2.211
P 1.405 -1.587 -1.011
H -3.293 2.489 -3.411
C -3.040 1.398 -3.531
C -2.531 0.563 -2.617
H -2.113 0.880 -1.645
C -3.053 -2.261 2.438
C -0.546 -3.708 2.319
C -2.198 -3.458 -0.037
C 2.839 0.716 2.270
C 1.008 -0.350 3.988
C 2.654 -2.017 2.514
C 1.134 -1.612 -2.838
C 1.737 -3.385 -0.753
C 3.145 -1.017 -1.060
H -3.278 0.878 -4.486
H -2.570 -0.508 -2.912
H -3.626 -1.387 2.045
H -2.714 -2.055 3.481
H -3.643 -3.206 2.353
H -0.127 -3.221 3.232
H 0.281 -4.073 1.667
H -1.236 -4.540 2.594
H -2.648 -2.774 -0.771
H -2.960 -4.129 0.374
H -1.384 -4.022 -0.505
H 3.468 0.558 3.161
H 2.375 1.708 2.325
H 3.462 0.651 1.370
H 1.925 -0.310 4.612
H 0.369 -1.195 4.311
H 0.459 0.606 4.070
H 3.227 -1.812 3.442
H 3.370 -2.149 1.685
H 2.064 -2.939 2.654
H 2.035 -2.079 -3.281
H 1.000 -0.580 -3.202
H 0.238 -2.208 -3.080
H 2.322 -3.726 -1.623
H 0.798 -3.955 -0.706
H 2.313 -3.565 0.167
H 3.591 -1.500 -1.938
H 3.701 -1.308 -0.164
H 3.205 0.071 -1.180
C 0.998 3.035 -2.579
C -0.237 3.317 -3.170
C -0.289 3.602 -4.562
C 0.925 3.732 -5.277
C 2.153 3.497 -4.658
C 2.162 3.104 -3.335
Se 1.434 2.253 -0.813
H 1.042 0.995 -1.652
H -1.106 3.351 -2.509
H -1.253 3.744 -5.071
H 0.921 3.889 -6.367
H 3.095 3.595 -5.206
H 3.090 2.795 -2.838
Cl -2.626 5.236 1.418
C -2.483 3.638 1.945
C -2.811 3.341 3.256
C -2.559 2.066 3.714
C -2.020 1.137 2.864
N -1.848 1.403 1.571
C -1.894 2.670 1.137
H -3.178 4.096 3.915
H -2.716 1.774 4.739
H -1.667 0.180 3.202
H -1.405 2.951 0.228


No. 6
89
Properties=species:S:1:pos:R:3 method="wB97M-V/def2-TZVPD" de_lowest_kj_mol=141.8 total_charge=0 fmax_ha_per_bohr=0.1041 multiplicity=7 homo_lumo_gap_ev="4.1 / 8.3"
Ti 11.736 -25.776 -23.284
Ti 16.154 -28.818 -24.228
S 13.740 -27.503 -23.669
O 14.219 -28.764 -23.048
O 12.408 -27.611 -24.226
O 13.664 -26.439 -22.689
O 14.692 -27.190 -24.670
C 13.711 -24.379 -26.399
C 14.770 -25.080 -27.254
O 14.758 -24.475 -28.466
C 13.825 -23.460 -28.572
O 13.802 -22.552 -29.391
O 13.046 -23.598 -27.411
H 14.007 -23.651 -25.644
H 13.197 -25.205 -25.906
H 14.702 -26.157 -27.407
H 15.764 -24.861 -26.862
C 13.177 -29.507 -26.614
C 12.183 -28.506 -27.128
O 11.694 -29.210 -28.284
C 12.451 -30.260 -28.694
O 12.307 -30.970 -29.695
O 13.441 -30.391 -27.760
H 12.917 -30.100 -25.738
H 14.054 -28.892 -26.410
H 12.575 -27.577 -27.541
H 11.348 -28.216 -26.489
C 11.766 -28.797 -20.484
C 11.237 -29.431 -21.701
O 10.096 -30.120 -21.191
C 10.267 -30.352 -19.888
O 9.629 -31.180 -19.242
O 11.355 -29.733 -19.491
H 11.364 -27.803 -20.288
H 12.855 -28.764 -20.472
H 11.959 -30.154 -22.081
H 10.960 -28.641 -22.399
C 18.398 -24.586 -24.479
C 17.041 -25.100 -24.316
O 16.170 -24.039 -24.227
C 16.887 -22.922 -24.217
O 16.397 -21.781 -24.095
O 18.233 -23.242 -24.227
H 18.663 -24.902 -25.488
H 19.070 -25.034 -23.747
H 17.011 -25.579 -23.337
H 16.796 -25.796 -25.118
C 14.215 -32.146 -20.179
C 15.127 -30.900 -20.045
C 16.589 -31.182 -19.614
C 16.666 -32.176 -18.505
N 16.676 -32.893 -17.615
H 14.618 -32.703 -21.025
H 13.169 -31.898 -20.356
H 14.281 -32.765 -19.284
H 14.700 -30.214 -19.314
H 15.110 -30.431 -21.029
H 17.178 -30.295 -19.379
H 17.118 -31.729 -20.394
C 12.132 -24.490 -20.324
S 12.191 -23.077 -21.460
O 11.465 -23.584 -22.684
C 14.057 -23.243 -21.626
H 12.809 -25.273 -20.666
H 11.154 -24.972 -20.312
H 12.460 -24.242 -19.314
H 14.496 -22.501 -22.293
H 14.003 -24.202 -22.142
H 14.609 -23.219 -20.687
C 7.322 -27.039 -21.788
S 8.704 -26.635 -22.882
O 9.944 -26.639 -21.965
C 8.721 -28.250 -23.834
H 6.410 -27.280 -22.333
H 7.065 -26.138 -21.232
H 7.634 -27.801 -21.073
H 8.783 -29.130 -23.195
H 9.524 -28.295 -24.570
H 7.856 -28.331 -24.492
C 17.404 -24.353 -19.984
S 16.873 -25.803 -18.959
O 15.684 -25.347 -18.175
C 16.010 -26.721 -20.293
H 16.520 -23.761 -20.224
H 17.975 -24.634 -20.869
H 18.002 -23.713 -19.335
H 15.730 -27.730 -19.989
H 16.605 -26.800 -21.203
H 15.103 -26.196 -20.589


What did the second record say?
83
Properties=species:S:1:pos:R:3 method="wB97M-V/def2-TZVPD" total_charge=+1 fmax_ha_per_bohr=0.1018 homo_lumo_gap_ev=1.8
Ba 1.800 -9.375 3.596
Ba -0.143 -1.280 7.315
B 3.647 -5.793 9.322
F 3.628 -4.564 8.622
F 4.464 -5.679 10.403
F 2.351 -5.938 9.614
F 4.078 -6.822 8.511
C -1.013 -7.931 -3.774
C -1.893 -7.687 -2.507
O -2.982 -7.043 -2.641
O -1.464 -8.180 -1.421
H -1.382 -8.544 -4.596
H -0.071 -8.387 -3.470
H -0.937 -6.912 -4.154
C 2.103 -3.110 0.143
C 1.340 -3.377 1.384
O 0.310 -2.805 1.604
O 1.863 -4.026 2.270
H 1.662 -2.851 -0.820
H 2.670 -3.978 -0.194
H 2.725 -2.268 0.447
C 8.716 -2.010 -5.143
C 8.777 -0.748 -5.802
C 7.640 -0.205 -6.404
C 6.437 -0.984 -6.488
C 6.416 -2.262 -5.877
C 7.532 -2.658 -5.205
N 5.206 -0.387 -7.149
O 4.055 -0.721 -6.770
O 5.436 0.491 -7.991
H 9.590 -2.380 -4.626
H 9.714 -0.216 -5.738
H 7.764 0.762 -6.868
H 5.515 -2.855 -5.921
H 7.471 -3.578 -4.643
C 0.858 4.663 -1.994
O 0.573 5.737 -1.191
C -0.797 6.244 -1.315
C -1.047 7.210 -2.606
O -0.002 8.172 -2.543
C -0.279 9.244 -3.477
H 0.504 4.771 -3.019
H 0.335 3.824 -1.534
H 1.904 4.418 -2.177
H -1.023 6.829 -0.423
H -1.625 5.552 -1.159
H -2.096 7.504 -2.642
H -0.848 6.751 -3.575
H 0.409 10.089 -3.438
H -1.256 9.691 -3.292
H -0.034 8.796 -4.440
C -1.145 4.112 8.217
O 0.090 3.638 7.795
C 0.398 4.187 6.537
C 1.900 3.804 6.151
O 2.200 2.391 5.891
C 3.593 2.139 5.500
H -1.003 4.724 9.108
H -2.043 3.569 8.513
H -1.537 4.897 7.570
H 0.231 5.264 6.558
H -0.369 3.719 5.921
H 2.445 4.151 7.029
H 2.202 4.421 5.305
H 3.776 2.426 4.465
H 3.765 1.072 5.639
H 4.321 2.740 6.045
C -6.313 -1.320 -2.162
O -7.407 -1.817 -1.383
C -8.627 -1.048 -1.474
C -9.585 -1.690 -0.417
O -9.424 -3.097 -0.250
C -10.094 -3.849 -1.260
H -6.702 -1.384 -3.178
H -5.458 -1.971 -1.979
H -5.915 -0.320 -1.995
H -8.963 -1.111 -2.509
H -8.421 -0.008 -1.221
H -10.543 -1.209 -0.614
H -9.284 -1.311 0.559
H -9.346 -4.592 -1.533
H -10.398 -3.302 -2.153
H -10.943 -4.419 -0.883